Computed, not measured: a 18-piece molecular cluster, C77H105Cl6F7O24 overall at a distorted geometry, with the ωB97M-V functional and the def2-TZVPD basis.

Geometry as XYZ:
```
219
Properties=species:S:1:pos:R:3:mulliken_charge:R:1
Cl -0.13043 -3.62336 2.02654 -0.03
Cl 6.05745 0.14576 -4.36249 -0.17
Cl -4.91391 2.78599 2.34019 -0.18
Cl -3.25481 2.68161 -0.09619 0.06
Cl 1.58145 -3.48711 -0.27254 -0.07
Cl 4.18342 -2.17138 -4.87551 -0.19
F -8.80343 1.50202 -3.24634 -0.38
F -4.71764 -7.13704 -1.13390 -0.31
F 10.02798 4.11106 5.07355 -0.34
F 1.98711 0.53938 -6.17955 -0.43
F -4.05464 -1.74089 -1.68918 0.44
F -1.15210 -0.69149 9.61383 -0.31
F -2.62634 -3.89243 -5.06600 -0.22
O -4.64560 -4.04171 5.18105 -0.38
O -0.08227 4.85909 -4.04714 -0.55
O 0.37226 2.04003 3.17326 0.16
O 4.00982 0.50695 6.88726 -0.56
O -3.46069 4.31296 -7.52757 -0.63
O 2.13693 4.35770 -3.75755 -0.38
O 7.25623 -2.71807 1.09504 -0.43
O 6.16444 2.51674 -0.29183 -0.37
O 8.84498 -2.49598 2.58170 -0.40
O -5.65193 4.70859 -7.03538 -0.26
O 1.65350 3.21159 1.79032 0.34
O 1.58605 -0.32782 0.91800 0.42
O 0.54421 3.81299 -2.19743 0.44
O -5.30135 -5.91948 6.00130 -0.34
O 6.73687 -1.62614 3.06299 -0.39
O 3.30778 -0.72753 5.08115 0.46
O -0.67013 3.48434 1.66259 -0.68
O 2.60264 1.37919 5.31771 0.33
O -3.70402 -5.96060 4.37408 -0.61
O -4.20081 4.73026 -5.35434 -0.31
O 1.06155 0.13822 -1.19052 0.20
O 3.24899 0.09663 -0.60039 -0.54
O 6.56577 4.61039 -0.76511 -0.33
O 5.89095 4.08972 1.33736 -0.50
C 1.97220 4.28357 0.95116 0.31
C 0.76982 4.38893 -3.38619 0.43
C 7.10041 2.22666 3.88606 -0.36
C -5.05632 -7.27944 6.48052 -0.68
C 3.37179 0.43303 5.85287 0.02
C 3.63784 2.49371 -3.22531 -0.55
C 5.84372 -2.80927 0.68843 0.55
C -3.50207 -6.68640 -1.51955 0.16
C -2.89607 4.68355 -4.82058 -0.63
C -6.27166 -0.58050 0.84635 -1.17
C -7.56997 1.29011 -3.83430 0.38
C -3.90357 -3.19385 4.33992 -0.14
C -6.03560 -2.63686 -4.91069 -0.73
C -4.64301 -4.70341 -6.13247 -0.43
C -1.55759 -2.77149 6.69358 -0.24
C -7.38526 -1.28060 0.51323 -0.53
C -0.84799 1.57687 3.71676 -0.65
C 5.71997 1.40480 0.44255 -0.14
C 9.26115 1.91377 5.65283 -0.65
C -4.36965 4.61795 -6.73831 0.67
C 4.49205 -0.40044 -5.06223 0.58
C -4.68109 -2.91223 3.06606 -0.98
C -0.97015 -1.04371 -0.89832 0.26
C -0.34153 0.33529 -0.91227 1.54
C -5.11212 -0.84859 0.12967 0.24
C -1.15845 -7.13008 -2.09269 -0.51
C 3.16306 3.88791 -2.91657 0.19
C -1.04520 -5.80367 -2.50607 -0.99
C -1.43876 0.42427 2.87428 0.33
C -6.00478 -4.59175 -6.33046 -0.79
C -6.31947 -2.37419 -1.28991 -0.51
C 0.12743 -1.10505 6.24397 -0.23
C -1.12135 -1.09809 8.33482 0.41
C -0.15919 1.27713 -5.52557 -0.29
C -0.62540 -1.28963 -4.63904 0.07
C 2.71322 2.69861 5.79547 -0.38
C 3.89611 3.44179 5.11792 -1.23
C -7.43725 -2.22729 -0.52686 -1.00
C -6.06449 4.80981 -8.37386 -0.31
C 6.15705 3.78057 0.22208 0.61
C -3.97663 -3.81732 -5.27631 -0.31
C -0.60186 -2.25820 5.84190 -0.75
C -0.16446 -0.55288 7.49422 -0.73
C -2.37003 -7.59216 -1.60754 -0.55
C 6.79178 6.04400 -0.57551 -0.30
C 8.23148 6.33982 -0.08683 -1.02
C -1.92041 -2.16220 7.92014 -0.71
C -7.58171 4.62308 -8.46083 -1.08
C -3.97407 3.72412 1.13862 -0.50
C -7.41899 1.53197 -5.18735 -1.06
C -6.65245 -3.55644 -5.72346 -0.61
C 8.07118 3.26121 4.01153 -0.81
C 3.77317 -1.96942 5.53678 -0.84
C 8.26191 0.91948 5.53054 -1.03
C 9.35541 -1.90041 3.75116 -0.61
C -5.07333 1.21457 -4.92553 -0.49
C -0.69534 4.02664 -1.54296 0.76
C -4.65937 -2.77619 -4.72102 1.31
C 0.54334 -1.05406 -5.24860 -0.54
C 0.59176 -4.54165 0.76286 -0.32
C 7.18184 1.09215 4.65433 -0.15
C -1.38022 1.00915 -4.98054 -0.70
C -2.11564 -4.90887 -2.37361 0.32
C 0.35507 2.97572 2.15634 0.13
C 9.14310 3.10380 4.89652 0.36
C -1.59379 -0.26870 -4.45465 0.86
C 0.81081 0.28150 -5.65295 -0.04
C 5.23656 -4.12020 1.23240 -1.15
C -3.31783 -5.39661 -1.88524 -0.28
C -4.51121 -5.38142 5.10630 0.82
C -6.49310 0.93158 -3.02920 -0.85
C -6.15584 1.46926 -5.74621 -0.67
C -5.24816 0.97588 -3.59927 0.73
C 7.55589 -2.22801 2.31362 0.67
C 2.57292 -0.51169 1.92611 0.09
C 2.03902 -0.01218 -0.29445 -0.12
C -5.15179 -1.70410 -0.95083 0.22
H 3.95574 3.26160 4.04457 0.13
H -2.55505 -8.60610 -1.28493 0.43
H 4.03668 4.49684 -3.14914 0.23
H -0.69894 -2.29919 -4.26250 0.37
H -0.74650 0.98184 -1.69078 0.06
H 1.27806 -5.20885 1.28433 0.38
H 4.73184 1.65870 0.82622 -0.01
H -2.66255 -2.57289 8.58870 0.47
H -2.57713 -0.42851 -4.03764 -0.40
H -2.23749 3.98651 -5.33878 0.25
H -8.08357 5.25895 -7.73151 0.30
H -2.45447 5.67326 -4.93699 0.48
H -6.47829 -3.10595 -2.06816 0.54
H -0.67547 -1.66897 -1.74113 0.00
H -6.30757 0.07753 1.70199 0.42
H -4.35090 0.84868 -3.01180 0.47
H 1.24655 -1.86985 -5.32856 0.45
H -0.30512 -7.78056 -2.21559 0.43
H 4.86292 3.08491 5.47288 0.34
H -2.94715 4.40421 -3.76822 0.17
H -7.86281 3.61923 -8.14244 0.21
H 3.91903 4.50542 5.35511 0.49
H 5.34718 -1.96816 1.17227 -0.45
H 4.49179 2.13268 -2.65212 0.41
H 9.59732 -0.84778 3.60442 0.28
H 0.55161 0.18657 7.82111 0.47
H 4.82553 -1.76156 5.73031 0.32
H 4.27453 -4.22897 0.73163 0.26
H -2.08595 -3.67133 6.41517 0.48
H -0.58656 1.15267 4.68620 0.05
H 2.84422 0.38335 2.48592 0.09
H 8.34124 0.06736 6.18932 0.52
H 3.76673 -2.66470 4.69736 0.12
H -4.07394 1.33582 -5.31658 0.34
H -0.63647 -1.65553 -0.06020 -0.33
H -4.24896 -0.32839 0.51794 0.55
H -1.90217 -3.89966 -2.69351 0.32
H 4.40717 -0.11731 -6.11139 0.38
H 6.39281 1.32496 1.29637 0.29
H -5.58792 -2.30962 3.01498 0.40
H -3.21412 4.29944 1.66739 0.17
H -6.63376 1.00441 -1.96087 0.47
H -7.72398 -3.44772 -5.80345 0.39
H -4.20847 -4.78931 -1.81928 0.49
H -0.13941 -5.43095 -2.96107 0.46
H 6.57362 6.68443 -1.43013 0.42
H 2.98194 4.13606 0.56806 -0.50
H 3.52925 -0.96181 1.65978 -0.61
H 3.73543 0.05004 -4.41981 -0.63
H 0.91219 -0.74836 5.59334 0.60
H -0.60052 0.83697 0.02012 -1.25
H 8.46159 5.90599 0.88628 0.20
H 8.32398 7.42404 -0.02355 0.40
H -1.49417 2.44709 3.83193 0.45
H 3.23832 -2.24967 6.44426 0.28
H 8.66579 -2.05790 4.58045 0.24
H -0.70824 3.47519 -0.60283 -0.55
H 10.35387 -2.31055 3.90271 0.31
H 6.24251 2.37914 3.24796 0.81
H -6.61314 -1.86535 -4.42324 0.60
H 1.92185 5.19880 1.54100 0.41
H -4.08880 -2.06998 -4.13612 -0.06
H 5.82286 -2.78522 -0.40110 0.39
H -2.37633 0.11045 3.33314 0.43
H -5.54281 4.13465 -9.05217 0.34
H -0.69270 -0.34941 2.69283 0.12
H 2.18337 -1.09651 2.75938 0.17
H 5.94010 -4.91637 0.98898 0.42
H -0.07447 -5.09067 0.09742 0.00
H 4.96769 -4.10182 2.28856 0.20
H -3.94493 -2.42996 2.42297 0.07
H -0.37528 -2.75918 4.91234 0.51
H -6.49799 -5.37386 -6.88854 0.40
H 1.82788 3.21292 5.42162 0.24
H -2.13672 1.75116 -4.77188 0.03
H -4.03032 -7.48974 6.78253 0.30
H -0.73934 5.05416 -1.18191 0.55
H 2.80782 2.68162 6.88123 0.47
H -3.62546 -2.24731 4.80339 0.30
H 6.42877 0.32819 4.52926 0.68
H 7.93556 4.19377 3.48396 0.53
H -5.89835 5.80928 -8.77580 0.37
H -1.60815 3.95211 -2.13397 -0.78
H -1.81446 0.87737 1.95686 -0.65
H -8.24669 -1.09494 1.13763 0.43
H -5.82778 -7.38752 7.24293 0.25
H -4.99043 -3.83372 2.57283 0.34
H 6.11155 6.43051 0.18343 0.27
H 5.68859 0.46631 -0.11096 0.17
H -8.20710 1.85247 -5.85261 0.42
H 2.94068 4.12954 -1.87721 -0.17
H -2.99094 -3.67638 3.99011 0.37
H -8.31077 -2.82369 -0.74521 0.50
H -2.05533 -0.94159 -0.90495 -0.05
H 0.02322 2.28458 -5.86931 0.52
H 10.04769 1.84406 6.38966 0.43
H -6.00511 1.64613 -6.80091 0.62
H 8.91539 5.92922 -0.82965 0.29
H 4.08860 2.46530 -4.21733 0.42
H -7.86978 4.86677 -9.48344 0.38
H -5.31679 -7.99226 5.69812 0.32
H 2.87271 1.71820 -3.18992 -0.24
H -4.69349 4.39878 0.67454 0.50
H 1.47743 4.37154 -0.01609 -0.37
H -4.14719 -5.54934 -6.58519 0.44
```

## Properties
E_HOMO in eV: -9.0